1.
The following is a quantum chemistry calculation of 2 unconnected molecules or ions with the total composition C13H28FNO3, from OMol25.

Geometry as XYZ:
```
46
Properties=species:S:1:pos:R:3:mulliken_charge:R:1
C 2.30852 -1.85328 -2.37215 -1.7703
C 2.73059 -0.44306 -2.00370 1.5524
F 2.46667 0.40155 -3.14351 -0.4050
C 4.14212 -0.45589 -1.53687 -0.7236
C 4.91872 0.70108 -2.09835 -0.5964
C 5.28115 0.59547 -3.56612 0.5571
O 5.31537 -0.39027 -4.16912 -0.4902
O 5.58047 1.80236 -4.16850 -0.5266
H 2.75579 -2.11980 -3.31784 0.4748
H 2.73337 -2.49627 -1.62093 0.3905
H 1.22683 -1.95130 -2.41026 0.3398
H 2.03728 -0.09976 -1.23519 -0.7013
H 4.57716 -1.37026 -1.91826 0.0690
H 4.42578 1.64755 -1.93559 0.2254
H 5.84986 0.77594 -1.54307 0.3839
H 4.94579 1.92593 -4.88343 0.3220
C -1.90097 2.23696 0.25052 -1.3063
C -2.25469 1.49359 1.52131 -0.3718
N -3.07499 0.23415 1.32511 0.0353
C -4.37288 0.62236 0.68332 -1.0999
C -3.46196 -0.32988 2.67422 -0.3383
C -2.34977 -0.86510 3.56202 -1.1695
C -2.44483 -0.78618 0.39337 -0.7186
C -1.02902 -1.25056 0.66849 -0.4748
O -0.14371 -0.16815 0.60683 -0.1126
C 1.03948 -0.30745 1.39628 -0.9293
H -2.77977 2.63509 -0.25720 0.3640
H -1.27474 3.08773 0.51441 0.4187
H -1.33465 1.62978 -0.45057 0.2882
H -2.85559 2.13588 2.16889 0.5419
H -1.36075 1.22073 2.06818 0.2552
H -4.84192 1.39084 1.29199 0.3944
H -5.00652 -0.25922 0.63252 0.4306
H -4.18238 0.99173 -0.31764 0.4648
H -4.19020 -1.11669 2.48214 0.3728
H -3.97265 0.48464 3.18652 0.4605
H -2.09399 -1.89040 3.30992 0.3569
H -2.71309 -0.89179 4.58935 0.4222
H -1.44906 -0.25575 3.55324 0.2462
H -2.47600 -0.33173 -0.59485 0.4646
H -3.11831 -1.64400 0.39566 0.3681
H -0.77496 -1.96525 -0.12605 0.3087
H -0.94477 -1.79187 1.60870 0.3247
H 1.23472 -1.34313 1.67422 0.4147
H 0.95334 0.30256 2.30422 0.2645
H 1.87916 0.06113 0.80776 0.2227
```

Properties
**E_LUMO**: -0.8 eV
**2S+1**: 1
**HOMO**: -0.135 hartree
**Total energy**: -24279.3070 eV
**Relative energy (zero: lowest compared OMol25 entry of this formula, charge and spin)**: 62.4 kJ/mol
**Frontier orbital gap**: 2.9 eV

2.
The following is a quantum chemistry calculation of a molecular structure, C13H28GdN4O7, from OMol25.

Geometry as XYZ:
```
53
Properties=species:S:1:pos:R:3:mulliken_spin:R:1
O 2.82816 -1.84679 -2.81347 0.0003
H 3.50426 -2.54705 -3.02127 0.0002
Gd 0.35484 -0.43466 -0.31962 5.4449
N 0.13941 -0.27706 2.12993 -0.0501
N 0.91816 -2.25444 0.92420 -0.1107
N -0.77531 1.62832 -0.74373 0.5308
N -0.05150 0.08120 -2.63834 0.4762
O -0.39376 0.83446 2.56079 0.0329
O -1.30067 2.30573 0.35855 0.2380
O 0.24132 -0.83263 -3.64944 0.1329
O 0.63593 -3.05573 -0.06782 -0.1935
C 0.57789 -2.53921 2.21309 0.0877
C 0.21940 -1.37199 2.94418 -0.0553
C -1.27448 1.97576 -1.93876 0.2868
C -0.88219 1.05993 -2.99757 0.1819
C -0.06183 -1.38706 4.40090 0.0019
H -1.08640 -1.05895 4.58534 -0.0023
H 0.64070 -0.76476 4.96335 -0.0032
H 0.04596 -2.39448 4.80424 -0.0007
C 0.63792 -3.92432 2.73798 -0.0080
H 1.57848 -4.38494 2.40735 0.0056
H -0.18571 -4.52288 2.31698 0.0053
H 0.61341 -3.97331 3.82861 0.0006
C -2.06498 3.20833 -2.21127 0.0225
C -1.27076 1.30357 -4.42240 0.0120
H -1.92739 3.89792 -1.37880 0.0074
H -3.12973 2.98774 -2.35479 0.0206
H -1.72658 3.66185 -3.14841 0.0093
H -1.20342 0.42600 -5.07117 0.0055
H -0.55856 2.03892 -4.81117 0.0099
H -2.27850 1.72533 -4.51637 -0.0015
H -0.97208 1.78385 1.15489 -0.0096
H 1.16544 -1.13562 -3.47711 0.0029
C 3.31824 -1.11068 -1.65900 0.0158
H 3.00041 -1.56184 -0.69385 -0.0047
H 2.89483 -0.08441 -1.70526 -0.0056
H 4.42299 -1.06469 -1.68283 0.0013
O 1.93265 1.29357 0.57761 0.0014
H 1.95428 2.20329 0.22767 -0.0006
H 1.76332 1.37709 1.55073 0.0025
C -4.27455 -0.53372 0.73960 -0.0003
C -4.18316 -0.40991 -0.77836 -0.0100
C -2.83717 -1.01153 -1.11487 0.0016
O -1.98928 -0.75302 0.06496 -0.0925
C -2.85251 -0.65789 1.24756 0.0021
H -4.83465 0.26641 1.21446 -0.0005
H -4.76294 -1.47957 0.97833 -0.0002
H -4.20020 0.64033 -1.07726 0.0048
H -4.99301 -0.89205 -1.30956 0.0000
H -2.85935 -2.09651 -1.26083 -0.0037
H -2.36520 -0.56265 -1.99035 0.0008
H -2.68186 -1.58054 1.81449 0.0014
H -2.50567 0.16607 1.87937 0.0049
```

Properties
**E_LUMO (alpha / beta)**: -4.2 / -6.5 eV
**2S+1**: 8
**HOMO (alpha / beta)**: -0.349 / -0.361 hartree
**Total energy**: -55046.5103 eV
**Net charge**: +1
**Frontier orbital gap (alpha / beta)**: 5.3 / 3.4 eV

3.
The following is a quantum chemistry calculation of a molecular structure, C13H28N4O7Ti, from OMol25.

Geometry as XYZ:
```
53
Properties=species:S:1:pos:R:3:mulliken_spin:R:1
O 0.40302 -1.58230 -3.73422 -0.0886
H -0.47191 -1.93742 -4.11374 0.0047
Ti -0.13536 0.09614 -0.22191 0.0719
N 1.37197 -1.06661 -0.92384 0.1392
N -0.71174 -1.80811 0.26876 0.1740
N 0.61098 1.95591 -0.30985 0.0026
N -1.39850 1.07533 1.02998 -0.0108
O 2.49759 -0.47467 -1.08547 0.4748
O 1.74278 2.38769 -0.99707 0.0002
O -2.27447 0.44273 1.88083 -0.0011
O -1.67733 -2.05084 1.11094 0.3173
C -0.06739 -2.81619 -0.40457 -0.1311
C 1.13829 -2.40197 -1.03562 0.0362
C -0.03178 2.87182 0.43004 0.0076
C -1.16099 2.38089 1.18158 0.0126
C 2.09155 -3.26187 -1.77723 0.0048
H 2.21644 -2.87728 -2.79011 -0.0014
H 1.71708 -4.28724 -1.83088 0.0008
H 3.05390 -3.27795 -1.25562 0.0025
C -0.65152 -4.18029 -0.42314 0.0007
H -1.63162 -4.15822 -0.91106 -0.0107
H -0.77591 -4.57943 0.58668 -0.0076
H -0.00557 -4.86156 -0.98488 0.0022
C 0.55254 4.22538 0.58739 -0.0004
C -1.92066 3.19277 2.16787 -0.0003
H 1.25306 4.45442 -0.22113 0.0002
H 1.10222 4.30820 1.54196 0.0002
H -0.23639 4.98893 0.60479 -0.0001
H -2.49582 2.55524 2.85197 0.0002
H -2.63155 3.85155 1.64176 0.0008
H -1.23452 3.83824 2.74916 0.0004
H 2.30186 1.56084 -1.15191 -0.0019
H -2.17332 -0.55251 1.65238 -0.0037
C -1.45796 0.21855 -1.67265 0.0027
H -0.86840 -0.23441 -2.49693 -0.0132
H -1.72301 1.25333 -1.93066 0.0018
H -2.36643 -0.38956 -1.56333 0.0004
O 2.03056 0.72326 -3.81009 0.0036
H 1.77631 -0.14499 -4.22551 0.0011
H 1.14738 1.11884 -3.68310 0.0000
C 1.75409 -0.04917 4.19916 0.0000
C 1.74400 -1.51172 3.79643 0.0001
C 1.82209 -1.43797 2.28559 0.0020
O 1.04180 -0.25097 1.88784 0.0081
C 0.97573 0.60329 3.06874 0.0006
H 1.31516 0.14260 5.17615 -0.0001
H 2.77330 0.34985 4.15699 -0.0002
H 0.76407 -1.93618 4.05482 0.0001
H 2.53779 -2.09835 4.24944 -0.0003
H 2.84755 -1.29752 1.93255 0.0004
H 1.40863 -2.31133 1.79200 -0.0035
H -0.07760 0.67673 3.33995 0.0006
H 1.30933 1.61501 2.82158 -0.0006
```

Properties
**E_LUMO (alpha / beta)**: -5.9 / -5.7 eV
**2S+1**: 2
**HOMO (alpha / beta)**: -0.366 / -0.386 hartree
**Total energy**: -57328.2043 eV
**Relative energy (zero: lowest compared OMol25 entry of this formula, charge and spin)**: 353.2 kJ/mol
**Net charge**: +1
**Frontier orbital gap (alpha / beta)**: 4.1 / 4.8 eV

4.
The following is a quantum chemistry calculation of a molecular structure, C13H28N9O2SW, from OMol25.

Geometry as XYZ:
```
54
Properties=species:S:1:pos:R:3:mulliken_spin:R:1
W -0.00161 -0.85376 -0.19784 1.8476
O 1.88321 -0.09240 -0.37454 0.0316
S 3.06451 0.03925 0.68801 0.0208
C 3.98965 -1.51024 0.39897 0.0056
C 5.38539 -1.09279 -0.05317 -0.0002
C 5.18782 0.11875 -0.95821 0.0013
C 4.28419 1.06921 -0.18137 0.0034
H 3.42897 -2.00613 -0.39514 -0.0010
H 3.98866 -2.11595 1.30372 -0.0001
H 5.88433 -1.91161 -0.56944 0.0000
H 5.99391 -0.82403 0.81208 0.0000
H 4.70924 -0.17452 -1.89425 0.0000
H 6.13356 0.60185 -1.19862 -0.0002
H 3.74367 1.78580 -0.79902 -0.0017
H 4.82401 1.60809 0.60020 0.0000
C -3.48043 3.82112 0.35278 0.0001
C -2.32452 4.78882 0.59574 -0.0008
C -1.94353 4.86541 2.07166 0.0002
C -1.10283 4.46569 -0.30760 0.0002
N -0.79599 3.03411 -0.36176 -0.0030
C -0.81644 2.22647 -1.44035 0.0123
N -0.57328 1.00965 -1.01937 -0.0256
N -0.41144 1.11898 0.32020 -0.0585
N -0.53545 2.31877 0.72035 0.0019
H -4.35967 4.16836 0.89215 0.0000
H -3.25606 2.81587 0.72481 0.0001
H -3.75312 3.76674 -0.70404 -0.0001
H -2.63826 5.78357 0.27230 -0.0001
H -1.61005 3.90335 2.46010 0.0000
H -2.80576 5.18287 2.65610 0.0000
H -1.15077 5.59581 2.23784 0.0000
H -0.22753 4.98723 0.08019 -0.0004
H -1.28796 4.78568 -1.33127 -0.0001
H -1.00426 2.53294 -2.45818 0.0011
C -0.02902 -4.52089 -1.38694 -0.0026
C 0.79141 -3.91909 -0.24968 -0.0001
C 0.53497 -4.55426 1.10886 -0.0027
O 0.47647 -2.50388 -0.16911 0.1520
H 0.35981 -5.50128 -1.65441 -0.0001
H 0.03405 -3.87754 -2.26631 -0.0002
H -1.06837 -4.62974 -1.08457 -0.0005
H 1.85467 -3.98927 -0.49492 -0.0032
H -0.53496 -4.65551 1.29330 0.0002
H 0.97415 -3.94109 1.89704 -0.0004
H 0.99348 -5.53989 1.14656 -0.0002
N -4.52339 -3.11889 -1.04669 0.0087
N -3.72835 -2.27761 -0.41231 0.0166
N -4.12208 -1.66879 0.69303 -0.0015
C -3.06901 -0.97421 1.04559 0.0084
N -2.06762 -1.15719 0.15931 -0.0100
N -2.51676 -2.00628 -0.77637 0.0021
H -5.46566 -3.19998 -0.69485 -0.0001
H -4.27566 -3.43247 -1.97119 -0.0001
H -3.04032 -0.34515 1.92065 -0.0007
```

Properties
**E_LUMO (alpha / beta)**: -10.6 / -11.2 eV
**2S+1**: 3
**HOMO (alpha / beta)**: -0.684 / -0.692 hartree
**Total energy**: -44071.8348 eV
**Relative energy (zero: lowest compared OMol25 entry of this formula, charge and spin)**: 6.1 kJ/mol
**Net charge**: +3
**Frontier orbital gap (alpha / beta)**: 8.0 / 7.6 eV